# 1
The following is a DFT calculation (ωB97M-V with the def2-TZVPD basis set) of C26H14Cl2MoN5O4S3 as an isolated structure.

The geometry in ORCA input format:
```
! wB97M-V def2-TZVPD RIJCOSX def2/J DEFGRID3
* xyz 0 2
Mo -0.1833 0.8767 -0.4975
Cl 0.4866 7.5973 -2.0983
C 0.2917 6.1304 -1.2120
C 0.0600 4.9519 -1.9123
C -0.1141 3.7766 -1.2086
N -0.2974 2.5021 -1.8243
C -1.0790 2.3448 -2.9771
O -1.3922 3.2339 -3.7272
C -1.5409 0.9474 -3.1747
C -2.1859 0.5931 -4.3488
C -2.6239 -0.7127 -4.4900
C -2.4048 -1.6120 -3.4561
C -1.7649 -1.1842 -2.3046
N -1.3398 0.0720 -2.1640
C -0.0112 3.7412 0.1922
C 0.2311 4.9236 0.8801
C 0.3735 6.1107 0.1730
Cl 0.6656 7.5629 1.0572
N -0.2173 2.4797 0.7679
C 0.0319 2.1995 2.0772
O 0.5395 2.9157 2.9196
C -0.4728 0.8303 2.4585
C -0.5628 0.4835 3.7921
C -1.2225 -0.6921 4.1190
C -1.7866 -1.4564 3.1101
C -1.6178 -1.0570 1.7921
N -0.9389 0.0456 1.4652
H 0.0123 4.9665 -2.9880
H -2.3240 1.3424 -5.1137
H -3.1276 -1.0245 -5.3944
H -2.7186 -2.6435 -3.5267
H -1.5509 -1.8628 -1.4893
H 0.3215 4.9234 1.9533
H -0.1460 1.1510 4.5313
H -1.3179 -0.9943 5.1534
H -2.3206 -2.3699 3.3180
H -2.0094 -1.6455 0.9790
O -1.1544 -4.2427 1.9122
S -0.3282 -4.3412 0.7413
O -0.6550 -5.3276 -0.2424
N -0.2364 -2.8459 0.0139
C 0.9676 -2.3733 0.0614
S 1.4806 -0.9091 -0.6777
C 1.9693 -3.2343 0.7388
C 3.3136 -2.9925 0.9657
C 4.0428 -3.9618 1.6412
C 3.4436 -5.1371 2.0828
C 2.0908 -5.3789 1.8603
C 1.3865 -4.4086 1.1832
H 3.7730 -2.0749 0.6241
H 5.0954 -3.7999 1.8301
H 4.0381 -5.8724 2.6079
H 1.6145 -6.2879 2.2004
S 2.3598 2.1061 -2.5807
C 1.0557 1.6346 -1.7938
*
```

Computed properties:
LUMO energy (spin up / spin down): -1.11 / -1.31 eV
Frontier orbital gap (spin up / spin down): 6.7 / 6.5 eV
⟨S²⟩: 0.7657
Energy relative to the best compared isomer or geometry (same formula, charge and spin): 1.309 eV

# 2
The following is a DFT calculation (ωB97M-V with the def2-TZVPD basis set) of C26H14Cl5NPdS as an isolated structure.

The geometry in ORCA input format:
```
! wB97M-V def2-TZVPD RIJCOSX def2/J DEFGRID3
* xyz 0 1
Pd 1.5942 1.0804 -2.1150
Cl 2.9101 2.4755 0.6177
C 1.6700 3.3935 -0.1808
C 1.0671 2.8605 -1.3162
C 0.0064 3.5854 -1.8521
Cl -0.8642 2.9312 -3.2075
C -0.4062 4.8098 -1.3304
Cl -1.7145 5.6777 -2.0378
C 0.2434 5.3316 -0.2149
Cl -0.2460 6.8411 0.4474
C 1.2812 4.6135 0.3717
Cl 2.0614 5.2286 1.7795
S 3.9549 1.1748 -2.6626
C 3.6114 -0.5083 -2.9117
C 4.5125 -1.5521 -3.1381
C 4.0111 -2.8196 -3.3504
C 2.6363 -3.0531 -3.3295
C 1.8040 -1.9855 -3.0716
N 2.2833 -0.7602 -2.8732
H 5.5737 -1.3488 -3.1521
H 4.6909 -3.6416 -3.5379
H 2.2312 -4.0399 -3.4992
H 0.7277 -2.0910 -3.0126
C 0.2244 0.4132 -0.9915
C -0.4355 -0.2016 -0.1304
C -1.1602 -0.7059 0.8824
C -1.5518 -2.1261 0.8461
C -1.5826 -2.8907 2.0123
C -1.8872 -4.2403 1.9538
C -2.1858 -4.8328 0.7342
C -2.1645 -4.0755 -0.4317
C -1.8371 -2.7336 -0.3772
C -1.5203 0.1715 2.0041
C -0.7299 1.2900 2.2835
C -1.0698 2.1450 3.3143
C -2.2127 1.9026 4.0682
C -3.0124 0.8008 3.7902
C -2.6648 -0.0657 2.7684
H -1.3364 -2.4305 2.9606
H -1.8885 -4.8310 2.8599
H -2.4334 -5.8852 0.6915
H -2.4034 -4.5344 -1.3817
H -1.8126 -2.1316 -1.2771
H 0.1599 1.4721 1.6922
H -0.4447 3.0015 3.5291
H -2.4826 2.5756 4.8713
H -3.9099 0.6218 4.3666
H -3.2982 -0.9126 2.5382
*
```

Computed properties:
LUMO energy (spin up / spin down): -2.29 / -2.29 eV
Frontier orbital gap (spin up / spin down): 5.4 / 5.4 eV
Energy relative to the best compared isomer or geometry (same formula, charge and spin): 0.231 eV

# 3
The following is a DFT calculation (ωB97M-V with the def2-TZVPD basis set) of C26H16Cl5FN5O2RhSeSi as an isolated structure.

The geometry in ORCA input format:
```
! wB97M-V def2-TZVPD RIJCOSX def2/J DEFGRID3
* xyz -2 1
Rh 0.0531 -0.3873 -1.4723
N 1.5198 -1.2123 -0.4650
C 2.5712 -0.6657 -0.1008
C 3.4965 -1.1023 0.9328
C 3.1222 -2.1779 1.7597
N 2.8242 -3.0567 2.4549
C 4.6729 -0.3976 1.2363
N 5.6425 0.1936 1.4822
Se 0.8749 -0.9638 -3.7428
C 1.9814 0.4634 -4.1067
N 2.6646 1.3617 -4.3692
F -1.5606 -5.1268 2.5503
C -4.4352 -0.4715 2.7735
C -1.7466 -3.9578 1.9041
C -1.3506 -2.7996 2.3547
C -1.8721 0.2399 1.1718
C -0.6249 0.3391 0.4795
C -2.7125 1.0893 1.7802
C -3.9333 0.6995 2.4520
H -2.2724 -4.0824 0.9562
H -0.4576 -2.2413 2.5805
H 0.2038 -0.0119 1.1001
H -0.5075 1.4097 0.2722
H -2.4003 2.1269 1.7884
H -4.6177 1.4625 2.8373
Cl -0.5190 4.4764 0.3791
C -0.3233 4.0705 -1.3043
C -1.2481 3.2199 -1.8783
C -1.1280 2.8675 -3.2127
C -0.1038 3.4030 -3.9716
C 0.8049 4.2556 -3.3768
Cl 2.0922 4.9160 -4.3560
C 0.7657 4.5808 -2.0166
N 1.7376 5.3977 -1.4282
C 2.5136 4.9490 -0.3000
C 2.5829 5.8049 0.7960
C 3.2988 5.4593 1.9286
C 3.9458 4.2312 1.9799
C 3.9003 3.3849 0.8859
C 3.2074 3.7369 -0.2748
C 3.2882 2.7955 -1.4558
C 2.4512 1.5652 -1.1822
O 3.1438 0.6132 -0.6174
O 1.2575 1.5547 -1.4254
H -2.0401 2.8019 -1.2712
H -1.8143 2.1536 -3.6449
H 0.0278 3.1308 -5.0091
H 2.3034 5.8674 -2.1198
H 2.0270 6.7328 0.7479
H 3.3329 6.1347 2.7751
H 4.4934 3.9312 2.8643
H 4.4261 2.4358 0.9159
H 4.3228 2.4918 -1.6042
H 2.9232 3.2402 -2.3754
Cl -1.6761 -3.4476 -3.1028
Si -1.4275 -2.0496 -1.4394
Cl -2.5035 -1.4906 1.4317
Cl -2.6575 -0.3220 -2.2425
*
```

Computed properties:
LUMO energy (spin up / spin down): 3.10 / 3.11 eV
Frontier orbital gap (spin up / spin down): 4.6 / 4.6 eV
Energy relative to the best compared isomer or geometry (same formula, charge and spin): 12.711 eV

# 4
The following is a DFT calculation (ωB97M-V with the def2-TZVPD basis set) of C26H17ClIMgN3O4 as an isolated structure.

The geometry in ORCA input format:
```
! wB97M-V def2-TZVPD RIJCOSX def2/J DEFGRID3
* xyz -2 1
Mg -1.3124 1.1116 -0.3363
C -3.5415 1.6296 -2.5682
O -2.1575 1.7911 -2.2426
C -1.3103 1.5688 -3.2941
C -1.5097 2.0787 -4.5768
C -0.5776 1.8495 -5.5747
C 0.5686 1.1134 -5.3020
C 0.7654 0.6110 -4.0285
C -0.1638 0.8231 -3.0177
N 0.0261 0.3159 -1.6917
N 0.2320 -0.9339 -1.7113
C 0.3020 -1.6190 -0.4893
C -0.7179 -1.4817 0.5412
O -1.7190 -0.7485 0.4088
C -0.5129 -2.3017 1.7193
C 0.5317 -3.1442 1.8553
C 1.5108 -3.3009 0.8261
C 2.5878 -4.1967 0.9611
C 3.5237 -4.3465 -0.0270
C 3.4029 -3.5797 -1.2073
C 2.3705 -2.6994 -1.3655
C 1.3795 -2.5245 -0.3587
H -3.6764 0.7355 -3.1886
H -3.9210 2.5228 -3.0730
H -3.9862 1.5327 -1.5625
H -2.3898 2.6709 -4.7830
H -0.7424 2.2526 -6.5676
H 1.3049 0.9323 -6.0759
H 1.6528 0.0354 -3.7943
H -1.2536 -2.2218 2.5072
H 0.6211 -3.7268 2.7676
H 2.6728 -4.7785 1.8741
H 4.3470 -5.0406 0.0964
H 4.1384 -3.6854 -1.9976
H 2.2994 -2.1166 -2.2736
Cl 1.2277 1.7652 6.3951
C 1.0287 1.4511 4.6692
C 2.0953 0.9874 3.9607
C 1.9886 0.7407 2.5777
I 3.7258 0.1040 1.5985
C 0.8101 0.9295 1.8635
O 0.6338 0.7218 0.6321
C -0.3156 1.4394 2.6508
N -1.4234 1.6679 1.8970
C -2.4564 2.1945 2.4936
C -2.4720 2.4915 3.8779
C -1.3651 2.2480 4.6472
C -0.2168 1.7139 4.0305
H 3.0377 0.8198 4.4647
H -3.2837 2.3467 1.7839
H -3.3667 2.9163 4.3183
H -1.3604 2.4807 5.7058
O -3.0328 1.8536 -0.0160
*
```

Computed properties:
LUMO energy: 4.16 eV
Frontier orbital gap: 3.2 eV
Energy relative to the best compared isomer or geometry (same formula, charge and spin): 1.428 eV

# 5
The following is a DFT calculation (ωB97M-V with the def2-TZVPD basis set) of C26H17F5IN3O2Sm as an isolated structure.

The geometry in ORCA input format:
```
! wB97M-V def2-TZVPD RIJCOSX def2/J DEFGRID3
* xyz -1 6
Sm 0.4220 0.6214 -0.9737
C -0.7120 -1.3290 -4.4613
C -1.3263 -1.8090 -3.1868
N -2.5490 -2.2770 -3.1955
C -3.1031 -2.6666 -2.0271
C -2.4587 -2.6100 -0.8212
C -3.1869 -3.0408 0.4195
O -3.2933 -1.9199 1.2989
C -1.1338 -2.1068 -0.7761
C -0.4512 -2.0303 0.5413
N 0.5870 -1.3254 0.7726
C 1.1574 -1.2180 2.0853
C 0.5987 -1.8175 3.2081
C 1.1787 -1.6570 4.4560
C 2.3268 -0.8913 4.5893
C 2.8818 -0.2793 3.4786
C 2.3029 -0.4330 2.2220
I 3.1492 0.5696 0.6209
C -0.5393 -1.7145 -1.9841
O 0.6572 -1.2042 -2.0836
H -1.4459 -1.4031 -5.2607
H 0.1750 -1.9145 -4.7128
H -0.3650 -0.2975 -4.3716
H -4.1225 -3.0337 -2.0761
H -2.6568 -3.8607 0.9223
H -4.1738 -3.4171 0.1403
H -3.9961 -2.0792 1.9365
H -0.9341 -2.5963 1.3348
H -0.3082 -2.3999 3.1274
H 0.7234 -2.1203 5.3216
H 2.7814 -0.7569 5.5625
H 3.7639 0.3376 3.5880
F -0.2140 1.9188 2.9536
C -1.3187 1.7184 2.1824
C -1.2132 1.3431 0.8694
C -2.4000 1.1598 0.2308
F -2.3764 0.7526 -1.1003
C -3.6566 1.3026 0.7887
F -4.7904 1.0754 0.1092
C -3.7096 1.6731 2.1203
F -4.8973 1.8141 2.7368
C -2.5347 1.8866 2.8262
F -2.6165 2.2401 4.1230
N 0.9435 2.3110 -2.1364
C 2.2338 2.6503 -2.2610
C 2.7406 3.9728 -2.0128
C 4.0816 4.2758 -2.0376
C 5.0640 3.3109 -2.3100
C 4.6235 2.0220 -2.5827
C 3.2707 1.7066 -2.5797
H 2.0092 4.7401 -1.7822
H 4.3869 5.2978 -1.8290
H 6.1158 3.5656 -2.3207
H 5.3430 1.2430 -2.8204
H 2.9654 0.6999 -2.8632
*
```

Computed properties:
LUMO energy (spin up / spin down): 1.73 / 1.73 eV
Frontier orbital gap (spin up / spin down): 4.8 / 4.8 eV
⟨S²⟩: 8.7787

# 6
The following is a DFT calculation (ωB97M-V with the def2-TZVPD basis set) of C26H17IrN4O4 as an isolated structure.

The geometry in ORCA input format:
```
! wB97M-V def2-TZVPD RIJCOSX def2/J DEFGRID3
* xyz 0 1
Ir -0.1662 -0.1408 -1.8577
O 3.7295 -0.9970 -1.1244
C 2.5414 -0.9235 -1.3515
O 1.8984 0.1250 -1.8036
C 1.6678 -2.1694 -1.1657
C 2.0624 -3.4516 -0.8345
C 1.0814 -4.4372 -0.7618
C -0.2583 -4.1487 -1.0169
C -0.5921 -2.8467 -1.3333
N 0.3783 -1.9390 -1.3864
C -1.9778 -2.2866 -1.6626
O -2.9401 -3.0179 -1.6259
O -1.9898 -1.0205 -2.0228
H 3.1053 -3.6618 -0.6459
H 1.3652 -5.4492 -0.5034
H -1.0302 -4.9026 -0.9640
N -0.3388 0.6640 -0.0594
C -0.0267 0.2523 1.1022
C -0.2254 -1.1038 1.6837
C -1.4158 -1.7748 1.4101
C -1.6617 -3.0257 1.9593
C -0.7157 -3.6164 2.7814
C 0.4717 -2.9504 3.0636
C 0.7125 -1.6958 2.5278
C 0.4919 1.2982 2.0398
C 0.1263 1.3359 3.3845
C 0.6296 2.3220 4.2174
C 1.5155 3.2683 3.7175
C 1.8915 3.2294 2.3829
C 1.3773 2.2522 1.5436
H -2.1585 -1.2955 0.7809
H -2.5860 -3.5370 1.7264
H -0.9024 -4.5937 3.2080
H 1.2100 -3.4083 3.7095
H 1.6341 -1.1732 2.7562
H -0.5634 0.5968 3.7734
H 0.3318 2.3532 5.2574
H 1.9177 4.0312 4.3715
H 2.5950 3.9543 1.9944
H 1.6745 2.2023 0.5048
N -2.0715 6.5356 -4.6038
C -1.7893 5.5101 -4.1721
C -1.4366 4.2239 -3.6298
C -1.4789 3.0906 -4.4306
C -1.1368 1.8780 -3.8702
N -0.7612 1.7534 -2.5904
C -0.7268 2.8476 -1.8161
C -1.0581 4.0989 -2.3016
H -1.7736 3.1492 -5.4678
H -1.1748 0.9668 -4.4526
H -0.4344 2.6674 -0.7898
H -1.0183 4.9606 -1.6514
*
```

Computed properties:
LUMO energy (spin up / spin down): -1.04 / -1.04 eV
Frontier orbital gap (spin up / spin down): 7.2 / 7.2 eV
Energy relative to the best compared isomer or geometry (same formula, charge and spin): 0.475 eV